Molecular formula: C13H28ClINP2Tb
Method: DFT, ωB97M-V/def2-TZVPD

As for the spin multiplicity: 7. For the strongest force on any atom, the calculation gives 3.83 eV Å⁻¹. The expectation value of S² is 12.883. For the orbital gap (spin up / spin down), the calculation gives 6.395 / 6.113 eV. The HOMO energy (spin up / spin down) comes out at -0.5235 / -0.5259 hartree. Its net charge is +2.

Each line ends with the Mulliken charge.
Geometry (Å):
C -0.362 -0.464 -1.273  -1.12
I 1.035 -0.708 0.612  -0.04
H -0.819 0.013 -2.250  0.47
H -0.564 0.239 -0.458  0.32
H -1.035 -1.303 -1.126  0.61
Tb 1.832 1.175 -3.951  1.19
P 0.667 2.689 -1.389  0.45
C 0.311 3.664 0.143  -1.32
C 2.355 3.328 -1.798  -0.85
H 2.234 4.424 -1.880  0.33
H 0.039 4.836 -2.553  0.36
H 2.848 2.902 -2.749  0.16
H -0.413 3.375 -3.548  0.33
H 1.019 3.331 0.915  0.26
H 2.980 3.133 -0.904  0.31
C -0.344 3.789 -2.521  -1.07
H 0.459 4.751 -0.033  0.51
H -1.366 3.833 -2.074  0.37
H -0.745 3.468 0.421  0.42
P 0.588 -2.747 -1.425  0.69
C 0.079 -3.691 0.042  -1.29
C -0.557 -3.634 -2.533  -1.33
H 2.502 -3.169 -2.891  0.39
H 1.891 -4.582 -1.941  0.43
H 2.858 -3.322 -1.095  0.34
C 2.150 -3.511 -1.904  -1.02
H -0.606 -3.289 -3.565  0.39
H -0.229 -4.682 -2.552  0.42
H -0.052 -4.728 -0.273  0.54
H -0.903 -3.312 0.355  0.32
H -1.569 -3.665 -2.105  0.41
H 0.858 -3.591 0.807  0.46
Cl 1.574 0.166 -6.197  -0.47
C -1.963 -0.146 5.640  -1.19
C -1.421 0.024 4.215  0.46
C -0.421 0.916 3.774  -0.68
C -0.337 1.296 2.466  0.23
N -1.118 0.703 1.528  -0.48
C -1.615 -0.516 1.844  0.22
C -1.905 -0.799 3.190  -0.64
H -1.278 -0.835 6.179  0.30
H -2.016 0.854 6.115  0.36
H -2.977 -0.603 5.636  0.37
H 0.361 1.318 4.371  0.44
H 0.389 2.095 2.257  0.13
H -1.790 -1.403 1.212  0.15
H -2.624 -1.621 3.265  0.35

Molecular formula: C13H28CrN4O7
Method: DFT, ωB97M-V/def2-TZVPD

As for the spin multiplicity: 5. For the strongest force on any atom, the calculation gives 4.41 eV Å⁻¹. The expectation value of S² is 6.267. For the orbital gap (spin up / spin down), the calculation gives 5.616 / 4.826 eV. The HOMO energy (spin up / spin down) comes out at -0.2315 / -0.2390 hartree. Its net charge is 0.

Each line ends with the Mulliken charge.
Geometry (Å):
O -0.735 -1.030 -4.152  -0.72
H -0.967 -1.090 -5.089  0.16
Cr -0.511 0.355 -1.244  -0.99
N 1.197 -0.760 -1.193  1.47
N -1.039 -1.461 -0.379  1.66
N 0.538 1.951 -0.654  0.98
N -1.594 1.157 0.293  1.04
O 2.421 -0.346 -1.144  -0.77
O 1.855 2.131 -0.851  -0.62
O -2.428 0.552 1.140  -0.66
O -1.929 -1.771 0.516  -0.75
C -0.299 -2.489 -0.852  -0.06
C 0.950 -2.081 -1.389  0.33
C -0.143 2.927 -0.041  0.10
C -1.350 2.455 0.559  0.49
C 1.905 -2.950 -2.122  -1.55
H 1.872 -2.730 -3.198  0.28
H 1.647 -4.004 -1.999  0.41
H 2.929 -2.796 -1.772  0.32
C -0.805 -3.871 -0.656  -1.48
H -1.808 -3.962 -1.089  0.32
H -0.872 -4.118 0.411  0.25
H -0.153 -4.598 -1.144  0.46
C 0.392 4.307 0.131  -1.68
C -2.165 3.243 1.526  -1.72
H 1.076 4.565 -0.682  0.42
H 0.930 4.418 1.083  0.30
H -0.436 5.026 0.134  0.43
H -2.853 2.588 2.067  0.37
H -2.741 4.008 0.989  0.41
H -1.516 3.763 2.243  0.34
H 2.176 1.143 -1.003  0.42
H -2.286 -0.505 0.900  0.40
C -2.089 0.027 -2.704  -1.20
H -1.756 -0.825 -3.520  0.41
H -2.114 0.944 -3.308  0.28
H -3.080 -0.187 -2.284  0.27
O 0.365 0.875 -3.019  -0.62
H -0.067 0.142 -3.672  0.37
H 0.102 1.764 -3.299  0.30
C 1.430 0.092 3.984  -0.62
C 1.579 -1.398 3.647  -0.63
C 1.168 -1.501 2.179  -0.23
O 0.468 -0.305 1.793  -0.19
C 0.621 0.680 2.825  -0.18
H 0.932 0.261 4.941  0.31
H 2.411 0.577 4.020  0.27
H 0.900 -2.003 4.257  0.28
H 2.594 -1.767 3.798  0.31
H 2.050 -1.593 1.527  0.23
H 0.501 -2.350 1.981  0.05
H -0.386 0.987 3.138  0.19
H 1.115 1.553 2.377  0.05